1.
100
Properties=species:S:1:pos:R:3:forces:R:3 method="wB97M-V/def2-TZVPD" relative_energy_ev=1.164 orbital_gap_ev="6.9628 / 4.2605" largest_force_ev_per_a=2.87 lumo_ev="-4.1 / -8.6" charge=+2 e_tot_ha=-2292.8710 e_homo_ev="-11.02 / -12.86" spin_multiplicity=5
Pd -0.830 -0.661 0.932 -0.9128 0.0945 0.5051
P 5.931 -1.901 -1.667 1.0746 0.2233 -1.8977
P 7.524 -3.947 0.113 2.2443 -0.7350 -1.6265
O -2.022 2.638 0.729 -1.5609 1.2563 -1.9528
C -1.571 -3.509 2.629 -0.1221 0.0437 0.1107
C 8.482 -3.079 -1.242 -0.4610 0.6897 0.1669
C -4.395 5.208 0.991 -0.8522 -0.3948 0.4952
C -6.351 2.927 1.499 0.0020 0.0803 -0.2183
C 1.953 -0.936 -0.253 0.2596 0.4696 0.5452
C -3.509 -2.709 0.227 -0.0637 -0.1576 -0.1330
C -2.816 5.630 -0.844 -0.3144 -0.8999 0.3540
C -4.187 0.297 0.472 -0.1887 0.4833 -0.4598
C -2.461 0.112 2.479 -1.2870 -0.1684 -1.2381
C -5.001 3.606 3.471 0.0844 0.0828 0.0273
C 0.928 -1.833 0.398 -0.3105 -1.5000 -1.0463
C -2.918 -1.778 1.235 -0.0276 -0.5583 -0.0279
C 7.568 -2.523 -2.341 0.1182 -0.3770 0.4235
C -1.647 4.610 -3.218 -0.0441 -0.0239 -0.0371
C -3.226 -0.394 1.351 0.7764 0.7686 1.3587
C 4.842 -2.353 -3.081 -0.5643 -0.4067 0.6016
C 8.910 -4.227 1.288 -0.6485 0.4775 0.8872
C -1.329 -0.969 -2.088 -0.3452 -0.6362 -0.2759
C -4.064 3.874 1.099 -0.1479 0.3646 0.2810
C -2.537 4.266 -0.894 -0.3041 1.1691 0.1920
C -0.986 -0.886 4.332 0.1193 -0.0340 -0.1499
C -2.883 3.490 0.313 1.4819 -1.0714 0.6484
C -0.127 -2.406 -0.328 1.5986 -0.2675 0.7621
C 1.345 0.204 -1.095 0.6918 0.1967 -0.1866
C -2.414 1.446 3.074 -0.1331 1.0891 0.1212
C 7.498 -5.623 -0.654 -1.1453 -0.0281 0.3357
C 6.144 -0.112 -2.048 -0.2945 0.2385 0.9656
C -0.384 -2.151 -1.784 -0.1621 -0.4089 -0.6393
C -1.756 -0.972 3.050 0.4123 -1.3028 0.3271
C -1.207 0.158 -1.138 0.9371 2.0189 0.0331
C -0.008 0.664 -0.632 -1.2193 0.6416 -1.0553
C -2.010 3.587 -2.144 1.0003 0.1793 0.4064
C -3.768 6.092 0.108 0.4306 0.5442 -0.5653
C -2.025 -2.133 2.284 0.0292 -0.4209 0.7005
C -3.136 2.714 -2.667 -0.3823 0.0225 0.1387
C -4.941 3.017 2.065 0.5030 -0.0227 -0.1238
H 9.215 -3.789 -1.655 -0.1768 0.1629 0.2759
H 6.909 0.299 -1.376 -0.1973 0.0539 -0.2194
H -0.619 -3.456 3.159 -0.0374 -0.2348 -0.0463
H -2.334 6.300 -1.558 -0.5450 -0.0955 0.1915
H -1.164 -0.640 -3.131 -0.0249 0.0484 0.3713
H -3.378 1.935 -1.950 -0.2217 -0.1511 -0.0084
H 6.449 0.038 -3.093 -0.1301 -0.2451 0.2807
H 2.538 -0.474 0.555 -0.0491 -0.1651 -0.1864
H -6.736 3.940 1.402 -0.3204 -0.0227 -0.0989
H -1.330 4.120 -4.146 -0.0103 0.0296 0.2295
H -1.664 -0.909 5.201 0.1517 -0.0319 -0.3039
H -4.200 -0.108 -0.542 0.1070 -0.1240 0.0518
H -2.550 5.187 -3.443 0.2122 0.0389 -0.1537
H -7.012 2.360 2.160 0.1167 0.0579 -0.0522
H -5.435 4.599 3.420 -0.0421 0.1638 0.2532
H -0.080 1.677 -0.201 0.0145 -0.6571 0.0335
H -6.347 2.462 0.512 -0.1102 0.0295 -0.0185
H 2.019 1.073 -1.022 -0.1560 -0.2796 -0.0836
H 1.332 -0.067 -2.161 -0.1770 0.0752 0.3019
H -2.783 -3.479 -0.073 -0.3183 0.1662 0.1130
H -4.096 7.141 0.063 0.2765 -0.5340 0.1538
H 7.333 -3.293 -3.093 0.0983 0.2135 0.2675
H -5.218 0.225 0.831 0.1106 0.0263 0.1245
H -4.401 -3.224 0.631 0.3840 0.1975 -0.0835
H -2.067 0.842 -1.069 0.4483 -0.6049 0.3078
H -3.028 1.547 3.976 -0.0817 -0.1949 -0.1228
H -0.435 0.062 4.378 -0.0645 -0.2939 0.0752
H 3.857 -1.887 -2.938 0.2396 -0.1452 -0.1535
H -4.017 3.351 -2.777 -0.0918 -0.1927 -0.1688
H 1.210 -2.316 1.343 -0.0846 0.1994 -0.3137
H -0.863 5.300 -2.898 -0.0362 -0.0909 -0.0638
H -5.637 3.003 4.126 0.0501 -0.0041 -0.1583
H -1.461 -4.123 1.736 0.0314 -0.1429 0.1072
H -4.561 2.004 2.165 0.0259 0.2353 -0.1828
H 0.561 -2.006 -2.329 -0.2078 -0.1218 0.2692
H -2.370 -1.319 -2.056 0.2316 0.0161 -0.0792
H 8.504 -5.932 -0.971 -0.2261 0.2851 0.1890
H 8.056 -1.679 -2.850 -0.2067 -0.2811 0.0557
H -4.015 3.679 3.930 0.0330 0.0797 -0.0154
H -0.594 -3.302 0.089 0.0363 0.5251 0.0036
H 9.167 -3.269 1.757 0.0630 -0.2840 -0.0103
H -3.910 1.344 0.391 -0.2439 -0.1250 -0.0668
H -0.285 -1.724 4.419 -0.1230 0.2423 0.1027
H 7.114 -6.323 0.100 0.0919 -0.0303 -0.3429
H 8.562 -4.912 2.071 0.2190 0.1506 -0.1114
H -1.132 2.955 -1.894 -0.3990 0.3191 -0.0898
H -5.220 5.529 1.655 0.6278 0.2602 -0.6793
H -3.831 -2.168 -0.674 0.0705 -0.2225 0.3116
H 2.671 -1.511 -0.862 -0.2647 -0.0337 0.1823
H 9.028 -2.267 -0.737 -0.0860 -0.1727 -0.2534
H -2.305 -3.999 3.285 0.2180 0.0444 -0.1436
H 4.713 -3.443 -3.085 -0.0582 0.2475 -0.1309
H -2.901 2.257 -3.627 0.0726 -0.0028 -0.0268
H -2.698 2.145 2.290 0.0230 -0.1340 1.0032
H 9.798 -4.649 0.799 -0.3916 0.1110 -0.1420
H -0.849 -3.062 -2.200 0.2636 0.3428 0.0625
H -1.405 1.754 3.356 0.0891 -0.2569 0.0250
H 5.268 -2.028 -4.040 0.0356 0.0020 0.3434
H 6.817 -5.618 -1.513 0.1694 -0.1721 0.1528
H 5.195 0.407 -1.858 0.2992 0.0029 -0.0826

***

2.
12
Properties=species:S:1:pos:R:3:forces:R:3 method="wB97M-V/def2-TZVPD" relative_energy_ev=1.416 orbital_gap_ev=6.7846 largest_force_ev_per_a=1.92 lumo_ev=4.1 charge=-1 e_tot_ha=-646.1137 e_homo_ev=-2.65
S 1.680 -1.133 -1.111 -0.2219 0.3982 -0.2798
O -1.099 1.991 -1.018 -0.1548 -0.1923 0.1085
N 0.437 0.231 1.472 -0.8727 -0.0769 0.8167
C -0.125 -1.031 -0.707 1.0013 -0.1506 1.2690
C -0.216 1.342 -0.490 -0.4120 1.1066 -0.5464
C -0.450 0.111 0.328 0.9474 0.2155 -1.6545
H 1.378 -0.028 1.202 0.1418 -0.2970 -0.3719
H -0.806 -0.903 -1.545 0.0484 -0.1864 -0.2239
H 0.816 1.680 -0.659 0.2261 -0.3387 0.3050
H 0.125 -0.405 2.198 0.2076 -0.0523 -0.0109
H -1.517 0.141 0.549 0.0409 -0.2560 0.5423
H -0.224 -1.994 -0.218 -0.9522 -0.1701 0.0459

***

3.
20
Properties=species:S:1:pos:R:3:forces:R:3 method="wB97M-V/def2-TZVPD" relative_energy_ev=8.561 orbital_gap_ev=5.6162 largest_force_ev_per_a=1.54 lumo_ev=-8.3 charge=+1 e_tot_ha=-307.3070 e_homo_ev=-13.96
N 2.830 -0.629 0.786 -0.8329 0.8429 -0.1298
N 0.454 0.585 -0.428 0.8201 -1.0432 -0.3984
C -1.994 -0.309 -0.121 -0.0635 -1.3755 -0.4702
C -0.965 -0.579 0.939 0.5767 0.9307 0.9441
C 1.498 -0.711 1.371 1.1179 0.6295 0.3932
C -3.313 -0.119 -0.042 -0.6716 -0.7119 -1.0271
C 0.420 -0.626 0.170 -1.3482 -0.6782 0.3264
H -1.704 -0.664 -1.118 0.3930 1.2451 -0.1632
H 3.489 -0.413 1.533 0.1529 -0.6414 0.0636
H 2.809 0.243 0.257 0.4776 -0.1126 -0.1639
H 0.883 3.347 -4.239 0.0983 0.1306 0.0440
H 1.285 0.138 2.020 -0.3801 -0.1378 0.0555
H -1.081 -1.410 1.627 -0.2552 -0.3214 -0.0859
H -4.077 -0.482 0.636 0.5162 0.7462 1.0424
H 0.524 -1.530 -0.429 0.3683 0.1442 -0.3349
H 0.853 0.409 -1.368 -0.2997 0.6238 -0.1653
H 1.321 3.909 -4.015 -0.0996 -0.1365 -0.0405
H 1.356 -1.670 1.864 -0.2026 0.0360 -0.0050
H -0.813 0.325 1.536 -0.4170 -0.1103 0.1073
H -3.774 0.189 -0.979 0.0495 -0.0602 0.0078

***

4.
15
Properties=species:S:1:pos:R:3:forces:R:3 method="wB97M-V/def2-TZVPD" relative_energy_ev=1.697 orbital_gap_ev=7.2283 largest_force_ev_per_a=1.11 lumo_ev=4.4 charge=-1 e_tot_ha=-308.2825 e_homo_ev=-2.84
O -0.231 -0.796 -1.600 -0.1008 0.2315 0.1814
O -1.314 0.773 0.217 0.1270 -0.2391 -0.4100
C -0.123 0.462 0.913 -0.3327 -0.2607 1.0292
C 1.124 0.385 0.019 0.2585 -0.4210 -0.2016
C -0.320 -0.851 1.726 0.2392 0.6967 -0.7540
C 0.741 0.156 -1.459 -0.5317 -0.0601 -0.0696
H -0.191 -1.684 1.027 -0.1903 -0.0521 0.2998
H 1.739 -0.471 0.345 -0.1596 0.1460 -0.0173
H -1.263 0.128 -0.558 0.1581 0.1046 -0.0782
H -0.018 1.243 1.678 0.1194 0.1926 -0.1750
H 0.443 1.157 -1.869 -0.0222 -0.0820 0.0897
H 0.415 -0.878 2.528 0.2431 -0.2633 0.0920
H 1.664 -0.090 -2.010 0.3846 -0.0535 -0.1048
H 1.769 1.265 0.090 -0.0581 0.2590 0.1399
H -1.312 -0.819 2.170 -0.1346 -0.1986 -0.0217